(1)
{
  "formula": "C5H10O",
  "method": "the ωB97M-V functional and the def2-TZVPD basis",
  "energy_ev": -7392.19574,
  "de_lowest_kcal_mol": 59.3,
  "fmax_ha_per_bohr": 0.05337,
  "orbital_gap_ev": 10.3,
  "smiles": "C=CC.CC=O",
  "e_homo_ev": -9.3842,
  "symbols": ["C", "C", "C", "H", "H", "H", "H", "H", "H", "O", "C", "C", "H", "H", "H", "H"],
  "coordinates": [[0.074920, -1.400518, -2.743713], [-0.170622, -0.886085, -1.285576], [-0.203908, -1.768924, -0.274004], [-0.148569, -2.511601, -2.864954], [-0.359125, -0.890110, -3.606809], [1.161900, -1.272155, -2.946903], [0.203693, 0.144300, -1.037692], [-0.249433, -1.654163, 0.806072], [-0.163156, -2.768886, -0.656835], [1.328420, 0.900863, 1.193691], [0.218917, 1.144704, 1.615331], [-0.145306, 2.348618, 2.479654], [-0.734042, 0.728799, 1.165732], [0.732306, 3.133530, 2.383581], [-0.364773, 1.885044, 3.511777], [-1.181223, 2.866583, 2.260649]],
  "forces_ev_per_a": [[0.712, -0.732, 0.533], [1.865, 0.134, 0.051], [-0.380, 0.076, -1.349], [0.175, 1.425, 0.377], [-0.573, 0.252, 0.550], [-0.459, -0.226, 0.268], [-1.152, -0.672, -0.530], [0.224, 0.506, -0.373], [-0.408, -0.851, 0.416], [-1.019, -0.183, 0.903], [-0.922, 1.868, -1.787], [-0.065, 0.948, 0.938], [0.873, -0.782, 0.408], [-1.840, -1.626, 0.843], [0.872, 1.086, -1.047], [2.099, -1.222, -0.200]]
}

(2)
{
  "formula": "C5H10O",
  "method": "the ωB97M-V functional and the def2-TZVPD basis",
  "energy_ev": -7389.15696,
  "de_lowest_kcal_mol": 129.3,
  "fmax_ha_per_bohr": 0.02761,
  "orbital_gap_ev": 9.2,
  "e_homo_ev": -8.8158,
  "symbols": ["C", "C", "C", "C", "C", "O", "H", "H", "H", "H", "H", "H", "H", "H", "H", "H"],
  "coordinates": [[-0.021807, -0.137366, 1.766422], [1.108962, -0.345819, -0.191467], [0.204890, -1.384313, -0.740399], [0.093808, 0.041546, -1.229466], [-0.860569, 1.105809, -0.675993], [-0.337462, 1.668159, 0.510209], [0.010197, 0.651296, 2.545994], [-1.091725, -0.322728, 1.562261], [0.541008, -1.005775, 2.002190], [2.178650, -0.348248, -0.480448], [0.576965, -2.114114, -1.459724], [-0.527036, -1.792077, -0.051389], [0.353773, 0.180396, -2.286523], [-0.929402, 1.932026, -1.384163], [-1.867012, 0.707308, -0.486807], [0.564247, 1.277975, 0.536275]],
  "forces_ev_per_a": [[0.743, -0.787, -0.302], [-0.421, -0.318, 0.465], [-0.325, -0.218, 0.014], [-0.170, 0.198, 0.216], [-0.265, 0.160, -0.261], [-0.179, 1.214, -0.713], [0.649, -0.332, -0.932], [0.906, -0.043, -0.522], [0.098, -0.772, 0.606], [-0.575, 0.076, 0.993], [0.005, 0.171, 0.140], [-0.108, -0.039, -0.199], [0.257, 0.056, 0.552], [-0.208, -0.220, -0.331], [0.112, 0.137, 0.029], [-0.518, 0.716, 0.244]]
}

(3)
{
  "formula": "C5H10O",
  "method": "the ωB97M-V functional and the def2-TZVPD basis",
  "energy_ev": -7394.47800,
  "de_lowest_kcal_mol": 6.6,
  "fmax_ha_per_bohr": 0.00790,
  "orbital_gap_ev": 11.0,
  "smiles": "OC1CCCC1",
  "e_homo_ev": -9.9682,
  "symbols": ["O", "C", "C", "C", "C", "C", "H", "H", "H", "H", "H", "H", "H", "H", "H", "H"],
  "coordinates": [[1.436844, -1.808514, -0.340498], [0.903308, -0.504523, -0.492269], [0.813395, 0.312760, 0.832832], [-0.676631, 0.644559, 0.984556], [-1.097190, 0.810836, -0.482385], [-0.531402, -0.489968, -1.067170], [1.462927, -2.018046, 0.600397], [1.559110, 0.023590, -1.194776], [1.232121, -0.236226, 1.686277], [1.389766, 1.245228, 0.758071], [-0.881819, 1.498241, 1.638121], [-1.213265, -0.213748, 1.417782], [-2.172251, 0.955228, -0.625579], [-0.577399, 1.683879, -0.917589], [-1.084059, -1.341298, -0.634562], [-0.563458, -0.562000, -2.163206]],
  "forces_ev_per_a": [[0.036, -0.130, 0.210], [-0.065, 0.390, -0.095], [0.018, 0.014, 0.050], [-0.069, 0.070, 0.127], [-0.100, -0.004, 0.112], [0.031, 0.049, 0.066], [-0.038, -0.021, -0.199], [-0.006, -0.125, 0.077], [-0.081, 0.002, -0.152], [-0.089, -0.246, -0.052], [0.125, -0.004, -0.204], [0.086, 0.179, -0.135], [0.138, -0.122, -0.009], [-0.207, -0.259, 0.117], [0.160, 0.201, -0.249], [0.061, 0.007, 0.334]]
}